Entry from the Open Molecules 2025 dataset: a structure of composition CH4N4 in a non-equilibrium geometry (ωB97M-V/def2-TZVPD).

Output
LUMO = -12.96 eV
Total charge = +2
DFT total energy = -7039.4456 eV
HOMO energy = -23.990 eV
Orbital gap = 11.03 eV
Relative energy (zero: lowest compared OMol25 entry of this formula, charge and spin) = 22.2 kcal per mole

Geometry (Å):
C 0.495 -0.048 0.015
N 3.415 0.121 -0.056
N 2.356 -0.113 -0.040
N 0.152 1.152 0.024
N -0.063 -1.176 0.017
H 0.628 1.839 -0.528
H -0.867 1.431 -0.021
H 0.433 -2.018 0.103
H -0.948 -1.239 -0.336

Forces on atoms 1 to 2 (eV/Å):
C 1.04 -0.45 -0.17
N 1.14 0.03 -0.02

---

Entry from the Open Molecules 2025 dataset: the ion C33H43OSi with charge +1 in a non-equilibrium geometry (ωB97M-V/def2-TZVPD).

Output
LUMO = -4.87 eV
Total charge = +1
DFT total energy = -44837.1762 eV
HOMO energy = -10.269 eV
Orbital gap = 5.39 eV

Geometry (Å):
C -1.488 -1.373 5.049
C -2.457 -1.072 3.903
C -2.924 -2.352 3.205
Si -1.922 0.268 2.714
C -3.163 0.527 1.333
C -2.639 1.580 0.358
C -4.530 0.859 1.916
C -1.437 1.820 3.641
C 0.066 1.876 3.946
C -2.276 2.056 4.899
O -0.522 -0.045 1.805
C -0.137 -0.546 0.619
C -0.387 -1.991 0.471
C 0.898 0.233 -0.107
H -1.953 -2.125 5.703
H -0.537 -1.786 4.683
H -1.277 -0.491 5.669
H -3.345 -0.564 4.327
H -3.378 -3.011 3.962
H -3.691 -2.156 2.441
H -2.083 -2.892 2.745
H -3.204 -0.445 0.811
H -3.358 1.719 -0.459
H -2.479 2.553 0.844
H -1.684 1.264 -0.087
H -5.243 0.991 1.093
H -4.905 0.052 2.561
H -4.504 1.790 2.501
H -1.664 2.607 2.904
H 0.296 2.851 4.403
H 0.372 1.091 4.655
H 0.674 1.788 3.034
H -2.209 3.122 5.165
H -3.342 1.821 4.753
H -1.902 1.474 5.757
H 0.175 -2.405 -0.368
H -0.016 -2.479 1.390
H -1.443 -2.288 0.325
H 1.740 -0.483 -0.127
H 1.258 1.009 0.592
C 6.236 -2.340 -2.145
C 6.041 -0.971 -2.379
C 4.760 -0.465 -2.621
C 3.645 -1.327 -2.618
C 2.258 -0.845 -2.741
C 1.933 0.413 -2.288
C 0.709 0.784 -1.490
C 0.544 2.330 -1.622
C -0.597 2.880 -2.226
C -0.731 4.280 -2.344
C 0.314 5.107 -1.882
C 1.474 4.546 -1.337
C 1.581 3.157 -1.200
C 1.268 -1.745 -3.389
C -0.061 -1.857 -2.954
C -1.016 -2.542 -3.710
C -0.616 -3.237 -4.858
C 0.730 -3.231 -5.254
C 1.652 -2.461 -4.545
C 3.860 -2.703 -2.402
C 5.139 -3.209 -2.168
H 7.239 -2.736 -1.941
H 6.904 -0.301 -2.364
H 4.623 0.597 -2.836
H 2.652 1.237 -2.391
H -0.174 0.391 -1.973
H -1.400 2.230 -2.599
H -1.621 4.712 -2.792
H 0.219 6.190 -1.942
H 2.309 5.172 -1.013
H 2.479 2.687 -0.776
H -0.337 -1.407 -2.001
H -2.059 -2.527 -3.386
H -1.356 -3.791 -5.436
H 1.062 -3.818 -6.117
H 2.684 -2.384 -4.902
H 3.010 -3.380 -2.392
H 5.265 -4.280 -1.995

Forces on atoms 1 to 2 (eV/Å):
C -0.09 -0.15 0.19
C 0.11 0.22 -0.45

---

Entry from the Open Molecules 2025 dataset: a structure of composition C9H14I2O3 in a non-equilibrium geometry (ωB97M-V/def2-TZVPD).

Output
LUMO = -0.14 eV
Total charge = 0
DFT total energy = -31901.5250 eV
HOMO energy = -9.642 eV
Orbital gap = 9.50 eV
Relative energy (zero: lowest compared OMol25 entry of this formula, charge and spin) = 47.9 kcal per mole

Geometry (Å):
C 0.426 -0.720 -2.314
C -0.042 1.750 0.505
C -0.246 -0.524 1.528
C -0.056 1.218 -0.884
C -0.872 0.883 1.562
C 0.529 -0.194 -0.901
C -0.256 -1.152 0.136
C 0.671 2.293 -1.721
C 0.312 -2.585 0.237
O 0.492 -0.073 -3.313
O -0.737 1.363 2.919
O -0.503 -3.563 0.849
I 2.599 -0.272 -0.476
I -2.229 -1.423 -0.651
H 0.398 -1.844 -2.366
H 1.050 1.909 1.031
H -0.485 2.770 0.640
H 0.881 -0.617 1.893
H -0.877 -1.319 2.150
H -1.183 1.184 -1.204
H -1.915 0.886 1.288
H 1.231 2.988 -0.862
H 0.080 2.942 -2.401
H 1.461 1.906 -2.400
H 1.295 -2.511 0.628
H 0.598 -3.077 -0.638
H -1.354 0.976 3.468
H -1.267 -3.194 1.300

Forces on atoms 1 to 2 (eV/Å):
C 0.73 -1.94 0.02
C 0.28 1.22 5.19

---

Entry from the Open Molecules 2025 dataset: a structure of composition C23H32BF4I2N2OPtSi3 in a non-equilibrium geometry (ωB97M-V/def2-TZVPD).

Output
LUMO = 2.19 eV
Total charge = -1
DFT total energy = -84038.1528 eV
HOMO energy = -4.863 eV
Orbital gap = 7.05 eV
Relative energy (zero: lowest compared OMol25 entry of this formula, charge and spin) = 29.0 kcal per mole

Geometry (Å):
Pt 0.349 0.245 -0.982
I -4.261 2.972 -1.118
C -3.965 0.967 -1.564
C -5.082 0.169 -1.883
C -4.950 -1.159 -2.168
I -6.663 -2.265 -2.601
C -3.662 -1.761 -2.158
C -3.383 -3.117 -2.443
C -2.096 -3.569 -2.419
C -1.067 -2.669 -2.090
N -1.299 -1.418 -1.802
C -2.557 -0.948 -1.842
C -2.671 0.463 -1.520
O -1.632 1.158 -1.213
H -6.062 0.628 -1.893
H -4.199 -3.785 -2.687
H -1.858 -4.598 -2.656
H -0.029 -2.987 -2.083
C 0.726 2.655 3.211
Si 0.682 2.243 1.362
C -0.663 3.332 0.688
C 2.287 2.926 0.670
C 0.486 0.387 1.091
Si -0.989 -0.368 1.981
C -1.396 -2.122 1.454
C -2.551 0.645 1.856
C -0.598 -0.543 3.816
Si 2.040 -0.538 1.430
C 1.933 -2.402 1.394
C 3.004 -0.105 2.977
C 3.089 -0.065 -0.038
C 4.469 0.000 -0.120
C 5.074 0.399 -1.302
C 4.269 0.725 -2.376
C 2.893 0.643 -2.254
N 2.311 0.251 -1.109
H 1.199 3.634 3.351
H 1.267 1.932 3.823
H -0.294 2.729 3.604
H -0.546 4.315 1.160
H -1.665 2.965 0.907
H -0.602 3.441 -0.395
H 2.349 3.986 0.940
H 2.303 2.853 -0.420
H 3.183 2.434 1.056
H -1.242 -2.294 0.391
H -2.451 -2.318 1.672
H -0.798 -2.851 2.004
H -2.669 1.104 0.876
H -2.566 1.451 2.597
H -3.417 0.002 2.039
H 0.250 -1.220 3.967
H -1.459 -0.981 4.333
H -0.360 0.406 4.297
H 1.553 -2.808 2.335
H 2.937 -2.806 1.230
H 1.286 -2.751 0.587
H 2.394 -0.236 3.873
H 3.354 0.931 2.961
H 3.876 -0.762 3.072
H 5.063 -0.250 0.751
H 6.153 0.461 -1.381
H 4.683 1.038 -3.324
H 2.240 0.876 -3.075
F -0.008 0.583 -5.552
B 0.392 -0.352 -4.613
F 1.759 -0.661 -4.756
F -0.385 -1.506 -4.639
F 0.242 0.267 -3.284

Forces on atoms 1 to 2 (eV/Å):
Pt -0.85 1.10 -0.76
I -0.03 0.16 0.00

---

Entry from the Open Molecules 2025 dataset: the molecule C24H31N3O4 (ωB97M-V/def2-TZVPD).

Output
LUMO = 0.78 eV
Total charge = 0
DFT total energy = -38052.3815 eV
HOMO energy = -8.044 eV
Orbital gap = 8.82 eV
Relative energy (zero: lowest compared OMol25 entry of this formula, charge and spin) = 22.3 kcal per mole
SMILES = COC(=O)CC[C@H](C)N1CCC(Oc2ccc(C(=O)NCc3ccccn3)cc2)CC1

Geometry (Å):
C -6.788 0.597 -3.878
H -6.801 -0.420 -4.262
H -6.889 0.597 -2.791
H -7.605 1.180 -4.306
O -5.535 1.149 -4.256
C -5.312 2.421 -3.888
O -6.110 3.075 -3.271
C -3.958 2.884 -4.367
C -3.563 4.228 -3.767
H -4.391 4.929 -3.876
H -2.703 4.624 -4.309
C -3.222 4.098 -2.271
N -2.207 3.075 -2.101
C -0.829 3.389 -2.399
C -0.020 3.919 -1.204
H -0.372 4.905 -0.903
H 1.029 4.000 -1.491
C -0.137 2.975 -0.004
C -1.615 2.699 0.298
C -2.311 2.187 -0.970
H -3.366 1.993 -0.764
H -1.838 1.239 -1.254
H -2.083 3.620 0.647
H -1.705 1.948 1.085
H 0.351 3.441 0.865
O 0.553 1.783 -0.351
C 0.935 0.906 0.607
C 1.586 -0.240 0.138
C 2.032 -1.210 1.008
C 1.844 -1.063 2.381
C 1.221 0.089 2.847
C 0.759 1.062 1.980
H 0.275 1.935 2.387
H 1.098 0.211 3.913
C 2.321 -2.054 3.384
O 2.621 -1.741 4.523
N 2.345 -3.339 2.957
H 2.210 -3.557 1.981
C 2.971 -4.383 3.724
C 3.989 -5.129 2.902
N 3.942 -4.946 1.589
C 4.809 -5.590 0.826
C 5.769 -6.454 1.324
C 5.817 -6.652 2.697
C 4.914 -5.981 3.501
H 4.921 -6.104 4.573
H 6.550 -7.316 3.131
H 6.457 -6.956 0.663
H 4.723 -5.398 -0.236
H 3.438 -3.917 4.598
H 2.215 -5.096 4.084
H 2.557 -2.066 0.610
H 1.735 -0.338 -0.926
H -0.792 4.110 -3.216
H -0.351 2.463 -2.739
C -2.908 5.486 -1.697
H -3.774 6.130 -1.829
H -2.064 5.940 -2.210
H -2.690 5.430 -0.633
H -4.121 3.726 -1.770
H -3.222 2.126 -4.097
H -4.000 2.941 -5.457

Forces on atoms 1 to 2 (eV/Å):
C -0.32 0.06 0.16
H 0.01 0.05 0.01

---

Entry from the Open Molecules 2025 dataset: the molecule C20H26N2O5S in a non-equilibrium geometry (ωB97M-V/def2-TZVPD).

Output
LUMO = 0.58 eV
Total charge = 0
DFT total energy = -45214.5734 eV
HOMO energy = -8.502 eV
Orbital gap = 9.08 eV
Relative energy (zero: lowest compared OMol25 entry of this formula, charge and spin) = 48.1 kcal per mole
SMILES = CCOc1ccc(S(=O)(=O)N2CCC(C(=O)NCc3ccco3)CC2)cc1C

Geometry (Å):
C 6.780 -0.138 1.815
C 5.720 -0.087 2.911
O 4.578 0.658 2.528
C 3.669 0.130 1.673
C 3.679 -1.180 1.199
C 2.685 -1.619 0.341
C 1.686 -0.750 -0.041
C 1.663 0.555 0.420
C 2.645 1.014 1.277
C 2.648 2.418 1.792
H 3.604 2.892 1.575
H 2.525 2.420 2.874
H 1.849 2.996 1.337
H 0.870 1.207 0.088
S 0.411 -1.319 -1.146
O 0.988 -2.016 -2.256
O -0.443 -0.196 -1.467
N -0.353 -2.492 -0.206
C -0.908 -2.016 1.043
C -2.106 -1.095 0.829
H -1.736 -0.147 0.441
H -2.592 -0.895 1.786
C -3.144 -1.692 -0.143
C -2.536 -2.428 -1.347
C -1.320 -3.270 -0.957
H -1.610 -4.124 -0.337
H -0.808 -3.634 -1.849
H -2.212 -1.720 -2.109
H -3.298 -3.070 -1.792
C -4.022 -0.519 -0.591
O -5.176 -0.384 -0.241
N -3.374 0.361 -1.382
H -2.383 0.231 -1.557
C -3.871 1.701 -1.609
C -2.887 2.691 -1.075
C -2.300 3.789 -1.632
C -1.398 4.292 -0.662
C -1.497 3.457 0.405
O -2.396 2.488 0.167
H -1.009 3.446 1.360
H -0.764 5.150 -0.756
H -2.488 4.191 -2.606
H -4.835 1.771 -1.091
H -4.024 1.886 -2.677
H -3.779 -2.391 0.411
H -1.193 -2.898 1.624
H -0.116 -1.488 1.580
H 2.679 -2.627 -0.042
H 4.454 -1.870 1.490
H 5.436 -1.096 3.231
H 6.110 0.452 3.779
H 7.651 -0.678 2.174
H 6.399 -0.633 0.925
H 7.078 0.872 1.544

Forces on atoms 1 to 2 (eV/Å):
C -0.38 0.08 0.17
C 0.49 -0.21 0.04

---

Entry from the Open Molecules 2025 dataset: a structure of composition C34H34HgN12O2 (ωB97M-V/def2-TZVPD).

Output
LUMO (spin up / spin down) = 2.51 / 2.51 eV
Total charge = -1
DFT total energy = -61964.6253 eV
Multiplicity = 2
HOMO energy (spin up / spin down) = -2.647 / -4.132 eV
Orbital gap (spin up / spin down) = 5.16 / 6.64 eV
Relative energy (zero: lowest compared OMol25 entry of this formula, charge and spin) = 4.6 kcal per mole
⟨S²⟩ = 0.77

Geometry (Å):
Hg 0.553 0.121 0.899
C -0.081 4.476 -1.646
C 0.260 3.583 -0.605
N 0.878 2.454 -0.826
C 1.229 2.113 -2.087
C 0.916 2.928 -3.198
C 0.237 4.141 -2.930
C 1.287 2.518 -4.500
C 1.946 1.330 -4.655
C 2.272 0.517 -3.554
C 1.944 0.873 -2.255
N 2.142 0.082 -1.143
C 3.302 -0.587 -0.959
C 4.494 -0.397 -1.665
C 5.645 -1.153 -1.411
C 5.679 -2.131 -0.454
C 4.524 -2.336 0.335
C 4.473 -3.301 1.366
C 3.349 -3.441 2.125
C 2.263 -2.581 1.877
N 2.278 -1.684 0.924
C 3.362 -1.557 0.121
H -0.593 5.402 -1.415
H 0.012 3.802 0.431
H -0.018 4.793 -3.759
H 1.045 3.145 -5.349
H 2.226 0.997 -5.648
H 2.785 -0.421 -3.725
H 4.532 0.360 -2.435
H 6.531 -0.955 -2.004
H 6.563 -2.731 -0.278
H 5.346 -3.920 1.543
H 3.285 -4.172 2.920
H 1.369 -2.615 2.490
C -4.959 -1.211 -2.347
O -4.940 -0.748 -1.002
C -4.030 0.176 -0.593
O -4.099 0.624 0.517
N -3.133 0.572 -1.565
N -2.053 1.375 -1.150
H -5.817 -1.875 -2.415
H -4.060 -1.785 -2.585
H -5.083 -0.382 -3.046
H -2.917 -0.096 -2.291
H -2.079 2.250 -1.659
H -1.194 0.886 -1.381
N -0.393 -1.220 -2.037
C -1.130 -1.854 -1.072
N -2.035 -2.736 -1.506
C -2.774 -3.276 -0.507
N -3.768 -4.135 -0.925
N -2.651 -3.057 0.773
C -1.691 -2.157 1.141
N -0.930 -1.493 0.188
C -1.476 -1.915 2.520
C -2.294 -2.513 3.520
C -2.057 -2.225 4.835
C -1.018 -1.343 5.189
C -0.266 -0.801 4.163
N -0.463 -1.079 2.880
H -0.425 -1.687 -2.929
H 0.532 -0.905 -1.740
H -3.588 -4.581 -1.809
H -4.131 -4.727 -0.196
H -3.096 -3.166 3.212
H -2.681 -2.667 5.603
H -0.818 -1.079 6.217
H 0.533 -0.093 4.367
C 3.221 2.023 1.759
C 1.929 2.544 2.296
C 1.660 3.712 2.976
C 0.256 3.734 3.211
C -0.264 2.581 2.660
C -1.683 2.115 2.596
N 0.762 1.857 2.110
H 4.042 2.683 2.038
H 3.192 1.947 0.668
H 3.448 1.023 2.145
H 2.388 4.454 3.270
H -0.313 4.497 3.723
H -2.353 2.920 2.902
H -1.868 1.261 3.253
H -1.974 1.809 1.586

Forces on atoms 1 to 2 (eV/Å):
Hg 0.06 -0.01 -0.04
C 0.00 0.00 0.00

---

Entry from the Open Molecules 2025 dataset: a structure of composition C6H7CoLiO6 in a non-equilibrium geometry (ωB97M-V/def2-TZVPD).

Output
LUMO (spin up / spin down) = -4.97 / -5.60 eV
Total charge = +1
DFT total energy = -56445.3423 eV
Multiplicity = 5
HOMO energy (spin up / spin down) = -12.222 / -14.613 eV
Orbital gap (spin up / spin down) = 7.26 / 9.01 eV
Relative energy (zero: lowest compared OMol25 entry of this formula, charge and spin) = 0.0 kcal per mole
⟨S²⟩ = 6.01

Geometry (Å):
Li -1.256 1.433 0.956
O -0.720 1.056 -0.911
O 1.478 0.659 -0.740
C 1.706 1.724 0.209
C 1.536 1.199 1.625
O 0.253 0.700 1.843
C 0.269 0.383 -1.147
H 2.735 2.055 0.034
H 1.019 2.550 -0.015
H 1.759 2.041 2.305
H 2.309 0.433 1.808
Co -0.466 -0.978 1.918
O -2.335 -0.422 1.407
O -1.214 -1.777 0.121
C -0.847 -2.080 -1.174
C 0.151 -1.236 -1.811
O -3.377 -1.241 -0.428
C -2.480 -1.127 0.359
H -1.574 -2.671 -1.726
H 1.166 -1.653 -1.774
H -0.113 -1.047 -2.860

Forces on atoms 1 to 2 (eV/Å):
Li -0.35 -0.08 -0.26
O 0.28 -0.21 -0.06

---

Entry from the Open Molecules 2025 dataset: a structure of composition C2H3BrF2O2 in a non-equilibrium geometry (ωB97M-V/def2-TZVPD).

Output
LUMO = 0.17 eV
Total charge = 0
DFT total energy = -81693.5313 eV
HOMO energy = -11.253 eV
Orbital gap = 11.42 eV
Relative energy (zero: lowest compared OMol25 entry of this formula, charge and spin) = 33.2 kcal per mole

Geometry (Å):
C -0.496 -0.600 -0.607
C 0.285 0.091 0.492
O 0.055 -0.304 -1.832
O -0.070 -0.157 1.734
F -1.803 -0.287 -0.622
F -0.114 1.784 0.113
Br 2.186 -0.026 0.205
H -0.475 -1.669 -0.181
H 0.157 0.636 -1.694
H 0.275 0.531 2.392

Forces on atoms 1 to 2 (eV/Å):
C 0.32 -2.15 0.90
C -0.05 3.63 -0.07

---

Entry from the Open Molecules 2025 dataset: the molecule C22H34N4O4 (ωB97M-V/def2-TZVPD).

Output
LUMO = 0.49 eV
Total charge = 0
DFT total energy = -37518.3919 eV
HOMO energy = -8.851 eV
Orbital gap = 9.34 eV
Relative energy (zero: lowest compared OMol25 entry of this formula, charge and spin) = 6.5 kcal per mole
SMILES = COc1ccccc1CNC(=O)[C@H](C)NC(=O)C1CCN(C(=O)[C@@H](N)C(C)C)CC1

Geometry (Å):
C 6.889 -2.243 1.899
H 6.998 -2.892 1.025
O 6.228 -1.043 1.574
C 6.832 -0.176 0.701
C 8.021 -0.437 0.035
C 8.545 0.499 -0.842
C 7.891 1.694 -1.064
C 6.705 1.957 -0.398
C 6.168 1.042 0.488
C 4.879 1.323 1.219
N 3.859 0.349 0.887
C 2.837 0.613 0.062
O 2.571 1.717 -0.373
C 1.992 -0.613 -0.305
N 0.763 -0.123 -0.880
C -0.422 -0.745 -0.727
O -0.519 -1.838 -0.205
C -1.595 0.055 -1.292
C -1.881 1.280 -0.412
C -2.458 0.843 0.933
N -3.674 0.081 0.729
C -4.846 0.581 1.171
O -4.901 1.640 1.780
C -6.137 -0.213 0.917
N -7.172 0.177 1.861
H -6.948 -0.185 2.783
H -7.156 1.191 1.943
H -5.955 -1.283 1.055
C -6.630 0.028 -0.529
C -7.802 -0.902 -0.831
H -7.489 -1.944 -0.792
H -8.583 -0.747 -0.093
H -8.202 -0.699 -1.821
C -7.035 1.484 -0.747
H -6.249 2.159 -0.417
H -7.225 1.665 -1.803
H -7.941 1.708 -0.192
H -5.806 -0.207 -1.211
C -3.442 -1.127 -0.027
H -4.361 -1.697 -0.143
C -2.861 -0.799 -1.406
H -2.630 -1.734 -1.918
H -3.602 -0.253 -1.995
H -2.714 -1.742 0.515
H -2.708 1.710 1.547
H -1.733 0.217 1.466
H -0.973 1.862 -0.246
H -2.609 1.920 -0.916
H -1.303 0.395 -2.293
H 0.829 0.821 -1.241
C 2.758 -1.489 -1.304
H 2.139 -2.338 -1.582
H 2.992 -0.914 -2.197
H 3.684 -1.854 -0.868
H 1.746 -1.202 0.587
H 4.060 -0.600 1.161
H 4.490 2.303 0.938
H 5.050 1.290 2.300
H 6.185 2.888 -0.567
H 8.299 2.420 -1.751
H 9.471 0.281 -1.353
H 8.548 -1.366 0.189
H 6.258 -2.736 2.637
H 7.874 -2.052 2.337

Forces on atoms 1 to 2 (eV/Å):
C 0.12 -0.29 0.08
H 0.01 0.05 0.04